Record 1
# C38H48BBrN10O3S3Tc

A molecular structure, C38H48BBrN10O3S3Tc (ωB97M-V/def2-TZVPD, the OMol25 dataset).

Last column: Löwdin spin population.
Cartesian coordinates (Å):
Tc 0.124 0.704 -0.556  2.45
C 0.230 -3.995 3.949  0.00
C -0.550 -2.970 3.129  0.00
C -0.217 -1.571 3.630  0.00
C -2.059 -3.185 3.256  0.00
N -0.196 -3.203 1.674  0.00
C -0.503 -4.422 1.101  0.00
C -0.081 -4.394 -0.177  0.00
N 0.492 -3.165 -0.405  0.01
B 1.017 -2.802 -1.828  0.00
N -0.150 -2.372 -2.757  0.00
C -0.184 -2.850 -4.050  0.00
C -1.331 -2.434 -4.619  0.00
N -2.016 -1.693 -3.674  0.00
C -1.261 -1.647 -2.557  0.02
S -1.685 -0.849 -1.065  0.06
C -3.392 -1.120 -3.893  0.00
C -3.332 0.399 -3.758  0.00
C -4.359 -1.754 -2.896  0.00
C -3.851 -1.465 -5.308  0.00
N 2.236 -1.829 -1.751  0.00
C 3.463 -2.326 -1.390  0.01
C 4.398 -1.416 -1.743  0.01
N 3.748 -0.355 -2.330  0.01
C 2.420 -0.618 -2.300  0.02
S 1.133 0.492 -2.702  0.08
C 4.447 0.850 -2.914  0.00
C 4.147 2.075 -2.054  0.00
C 5.949 0.586 -2.902  0.00
C 3.996 1.030 -4.362  0.00
C 0.407 -2.449 0.731  0.01
S 1.093 -0.865 0.946  0.06
H -0.018 -3.868 5.002  0.00
H 1.304 -3.844 3.836  0.00
H -0.014 -5.019 3.667  0.00
H -0.561 -1.522 4.664  0.00
H -0.730 -0.795 3.063  0.00
H 0.851 -1.367 3.634  0.00
H -2.354 -2.998 4.288  0.00
H -2.360 -4.202 3.011  0.00
H -2.603 -2.495 2.610  0.00
H -0.973 -5.213 1.652  0.00
H -0.126 -5.147 -0.944  0.00
H 1.425 -3.817 -2.315  0.00
H 0.600 -3.469 -4.444  0.00
H -1.716 -2.630 -5.600  0.00
H -3.080 0.695 -2.741  0.00
H -4.312 0.807 -4.011  0.00
H -2.593 0.810 -4.447  0.00
H -4.111 -1.507 -1.866  0.00
H -4.365 -2.839 -3.007  0.00
H -5.366 -1.389 -3.099  0.00
H -3.207 -1.026 -6.070  0.00
H -4.850 -1.051 -5.442  0.00
H -3.923 -2.541 -5.465  0.00
H 3.580 -3.293 -0.933  0.00
H 5.466 -1.461 -1.650  0.00
H 4.411 1.882 -1.014  0.00
H 3.100 2.360 -2.095  0.00
H 4.749 2.910 -2.414  0.00
H 6.344 0.492 -1.890  0.00
H 6.439 1.442 -3.361  0.00
H 6.214 -0.299 -3.482  0.00
H 2.934 1.246 -4.442  0.00
H 4.225 0.140 -4.950  0.00
H 4.537 1.871 -4.795  0.00
Br -0.011 -2.097 6.646  0.00
C 0.040 -0.225 6.389  0.00
C 1.207 0.361 5.923  0.00
C 1.251 1.732 5.734  0.00
C 0.130 2.505 6.022  0.00
C -1.013 1.916 6.542  0.00
C -1.072 0.540 6.704  0.00
N 0.144 3.942 5.941  0.00
N 0.436 4.531 4.896  0.00
C 0.743 3.807 3.694  0.02
C 1.924 4.045 3.041  -0.01
C 2.244 3.407 1.828  0.03
C 1.343 2.548 1.249  -0.01
O 1.544 1.909 0.088  0.13
C 0.099 2.344 1.887  0.00
N -0.764 1.513 1.239  0.00
C -1.966 1.304 1.737  0.02
C -2.392 1.913 2.924  0.00
C -1.531 2.736 3.605  0.01
C -0.235 2.969 3.099  0.00
H 2.079 -0.247 5.726  0.00
H 2.166 2.200 5.401  0.00
H -1.851 2.537 6.831  0.00
H -1.961 0.072 7.103  0.00
H 2.631 4.736 3.484  0.00
H 3.190 3.597 1.340  0.00
H -2.616 0.631 1.190  0.00
H -3.392 1.724 3.287  0.00
H -1.848 3.220 4.520  0.00
N -3.082 4.233 -3.714  0.00
C -2.706 3.765 -2.389  0.00
C -1.409 2.978 -2.487  0.00
O -0.878 2.930 -3.671  0.00
O -0.880 2.466 -1.508  0.02
H -3.183 5.238 -3.764  0.00
H -3.937 3.813 -4.052  0.00
H -1.514 3.452 -4.241  0.00
H -3.452 3.119 -1.923  0.00
H -2.524 4.587 -1.696  0.00

Values from the calculation:
- 2S+1: 4
- Charge: +2
- Energy relative to the best compared isomer or geometry (same formula, charge and spin): 3.5 kcal per mole
- Calculated total energy: -6124.0746 a.u.
- LUMO level (alpha / beta): -0.2028 / -0.2366 hartree
- Gap between HOMO and LUMO (alpha / beta): 6.8654 / 6.0013 eV
- Molar mass: 977.8 u



Record 2
# C38H48BrIrN3O2Si4Te

A molecular structure, C38H48BrIrN3O2Si4Te (ωB97M-V/def2-TZVPD, the OMol25 dataset).

Last column: Löwdin spin population.
Cartesian coordinates (Å):
Ir 0.200 -0.053 -0.056  0.04
Br 3.867 0.616 0.285  0.01
C 2.613 1.931 0.703  0.00
C 3.109 3.184 1.033  0.00
C 2.217 4.195 1.329  0.00
C 0.865 3.920 1.269  0.00
C 0.458 2.651 0.917  0.00
N 1.315 1.637 0.655  0.00
C -1.023 2.392 0.755  0.00
O -1.819 3.264 1.022  0.00
O -1.309 1.207 0.336  0.00
H 4.176 3.341 1.045  0.00
H 2.576 5.183 1.587  0.00
H 0.094 4.652 1.461  0.00
C -2.874 -2.529 -1.731  0.00
C -3.206 -3.336 -0.654  0.00
C -2.652 -3.080 0.586  0.00
C -1.754 -2.031 0.732  0.00
N -1.349 -1.335 -0.357  0.00
C -1.927 -1.542 -1.543  0.00
C -1.187 -1.565 2.002  0.01
C -1.698 -1.943 3.239  0.00
C -1.130 -1.439 4.396  0.00
C -0.055 -0.563 4.303  0.00
C 0.433 -0.168 3.064  0.01
C -0.135 -0.640 1.883  0.03
H -3.319 -2.666 -2.705  0.00
H -3.905 -4.153 -0.777  0.00
H -2.913 -3.678 1.446  0.00
H -1.599 -0.891 -2.338  0.00
H -2.547 -2.613 3.306  0.00
H -1.526 -1.718 5.363  0.00
H 0.397 -0.173 5.207  0.00
H 1.273 0.518 3.028  0.00
C 1.643 -2.183 -5.284  0.01
C 1.832 -0.804 -5.382  0.01
C 1.480 0.036 -4.349  0.01
C 0.905 -0.450 -3.147  0.01
C 0.791 -1.851 -3.048  0.04
C 1.136 -2.689 -4.104  0.00
N 0.516 0.440 -2.161  0.03
C -0.016 1.655 -2.646  0.00
C -1.075 1.667 -3.562  0.00
C -1.639 2.853 -3.996  0.00
C -1.160 4.074 -3.536  0.00
C -0.093 4.082 -2.653  0.00
C 0.478 2.891 -2.225  0.00
H 1.906 -2.839 -6.104  0.00
H 2.262 -0.382 -6.283  0.00
H 1.628 1.103 -4.451  0.00
H 0.361 -2.293 -2.163  0.02
H 0.981 -3.756 -3.996  0.00
H -1.460 0.722 -3.930  0.00
H -2.470 2.824 -4.691  0.00
H -1.603 5.001 -3.875  0.00
H 0.312 5.023 -2.301  0.00
H 1.354 2.914 -1.597  0.00
C 4.508 -6.577 1.760  0.00
Si 3.200 -5.238 1.625  0.01
C 1.586 -6.030 1.100  0.00
C 2.973 -4.408 3.289  0.01
Si 3.861 -3.620 0.050  0.06
Te 1.642 -2.365 0.124  0.63
Si 3.981 -4.477 -2.133  0.03
C 4.464 -3.078 -3.274  0.00
C 5.291 -5.819 -2.225  0.01
C 2.341 -5.258 -2.605  0.00
Si 5.915 -2.632 0.627  0.00
C 5.843 -1.932 2.369  0.00
C 6.471 -1.374 -0.656  0.00
C 7.218 -3.984 0.635  0.00
H 4.199 -7.322 2.497  0.00
H 5.472 -6.177 2.076  0.00
H 4.656 -7.089 0.807  0.00
H 1.261 -6.739 1.865  0.00
H 1.692 -6.570 0.158  0.00
H 0.803 -5.282 0.971  0.00
H 2.602 -5.125 4.026  0.00
H 2.250 -3.591 3.222  0.01
H 3.911 -3.992 3.661  0.00
H 5.524 -2.843 -3.157  0.00
H 3.891 -2.171 -3.072  0.00
H 4.286 -3.352 -4.316  0.00
H 6.290 -5.445 -2.000  0.00
H 5.307 -6.218 -3.243  0.00
H 5.081 -6.646 -1.545  0.00
H 1.489 -4.700 -2.211  0.01
H 2.283 -6.277 -2.218  0.00
H 2.244 -5.300 -3.692  0.00
H 4.913 -1.404 2.578  0.00
H 6.670 -1.238 2.535  0.00
H 5.932 -2.742 3.095  0.00
H 5.655 -0.833 -1.132  0.00
H 7.013 -1.887 -1.453  0.00
H 7.147 -0.643 -0.206  0.00
H 6.974 -4.788 1.329  0.00
H 8.177 -3.557 0.942  0.00
H 7.352 -4.423 -0.353  0.00

Values from the calculation:
- 2S+1: 2
- Energy relative to the best compared isomer or geometry (same formula, charge and spin): 11.6 kcal per mole
- Calculated total energy: -5896.0491 a.u.
- LUMO level (alpha / beta): -0.0042 / -0.0699 hartree
- Gap between HOMO and LUMO (alpha / beta): 6.4462 / 4.5636 eV
- Molar mass: 1090.9 u



The lowest calculated total energy belongs to which entry?
C38H48BBrN10O3S3Tc